ORCA calculation (wB97M-V/def2-TZVPD) on a cluster of 4 separate species, C7H11N2O2 in total in a non-equilibrium geometry.

Last column: Löwdin charge in e.
Geometry (Å):
1 C -2.633 0.903 -2.076  0.0994
2 C -1.914 -0.043 -2.063  -0.0184
3 C 1.628 1.469 -0.067  -0.1668
4 C 0.447 1.191 -0.860  -0.0590
5 C 2.670 -1.759 1.794  -0.4441
6 C 2.756 1.917 -0.644  0.0561
7 C -0.690 0.698 -0.401  -0.1645
8 N -1.709 -2.089 1.362  0.0984
9 N -1.422 0.402 0.602  0.1239
10 O 1.618 -2.186 2.006  0.1856
11 O 3.694 -1.345 1.605  0.2685
12 H -3.073 1.889 -1.938  0.0848
13 H 1.382 1.623 0.926  0.0838
14 H 0.796 1.305 -1.841  0.1060
15 H 3.085 1.654 -1.688  0.0912
16 H 3.625 2.505 -0.208  0.0979
17 H -1.556 -0.960 -2.528  0.0935
18 H -1.610 -2.639 0.539  0.0634
19 H -0.852 -2.290 1.866  0.0573
20 H -2.098 1.074 0.889  0.1190
21 H -1.602 -0.800 0.842  0.0848
22 H -2.545 -2.518 1.880  0.1395

Computed properties:
F_max   0.0781 hartree/bohr
HOMO level   -12.61 eV
ΔE to the lowest compared entry with this formula, charge and spin   91.3 kcal/mol
Molecular weight   155.18 g/mol
Total charge   +1
Lowest unoccupied orbital energy   -3.749 eV

ORCA calculation (wB97M-V/def2-TZVPD) on the ion C7H11N2O2 with charge +1 in a non-equilibrium geometry.

Last column: Löwdin charge in e.
Geometry (Å):
1 C -2.062 -0.519 -0.067  -0.1146
2 C -0.565 1.224 -2.846  0.1762
3 C -1.344 0.324 -2.285  -0.1159
4 C 0.907 0.284 0.333  -0.3301
5 C -0.864 -1.434 1.833  -0.1532
6 C -0.127 -0.274 2.571  -0.0855
7 C 2.382 0.785 0.082  0.0806
8 N -2.029 -0.993 1.095  0.1296
9 N -1.146 -0.220 -1.094  0.0327
10 O 0.720 0.313 1.621  0.0370
11 O 0.285 -0.101 -0.702  0.0736
12 H -3.134 -0.362 -0.541  0.1755
13 H -0.892 1.717 -3.781  0.1141
14 H 0.412 1.537 -2.558  0.0848
15 H -2.317 0.155 -2.666  0.1294
16 H -0.241 -2.053 1.252  0.1144
17 H -1.164 -2.126 2.627  0.1276
18 H -0.840 0.457 2.820  0.1144
19 H 0.361 -0.629 3.561  0.1780
20 H 2.437 1.731 0.637  0.1100
21 H 2.956 0.109 0.595  0.0654
22 H 2.740 0.699 -0.865  0.0560

Computed properties:
<S²>   2.05
F_max   0.1368 hartree/bohr
Multiplicity   3
HOMO level (alpha / beta)   -10.27 / -14.17 eV
ΔE to the lowest compared entry with this formula, charge and spin   136.7 kcal/mol
Molecular weight   155.18 g/mol
Total charge   +1
Lowest unoccupied orbital energy (alpha / beta)   -3.488 / -6.998 eV